ORCA calculation (ωB97M-V/def2-TZVPD) on C17H21N6Si2Sr as an isolated structure.

```
! wB97M-V def2-TZVPD RIJCOSX def2/J DEFGRID3
* xyz -1 1
Sr -0.113 -0.313 -0.538
N -0.966 -3.725 2.954
C -0.314 -3.347 1.840
N -0.619 -2.103 1.572
C -1.460 -1.748 2.595
N -1.679 -2.702 3.464
C -2.054 -0.383 2.647
C -2.882 0.028 3.683
N -3.394 1.252 3.731
C -3.067 2.071 2.734
C -2.256 1.662 1.686
N -1.758 0.431 1.632
H -0.971 -4.616 3.418
H 0.321 -3.990 1.253
H -3.120 -0.660 4.484
H -3.467 3.076 2.775
H -1.990 2.333 0.874
C 0.479 3.160 -3.197
Si 0.382 2.740 -1.331
C -0.658 4.228 -0.678
C 2.157 3.225 -0.719
C 2.594 4.512 -1.074
C 3.835 5.012 -0.712
C 4.691 4.217 0.037
C 4.284 2.944 0.403
C 3.035 2.411 0.045
Si 2.643 0.621 0.681
C 2.736 0.890 2.585
C 4.298 -0.303 0.376
H 0.839 4.178 -3.393
H -0.510 3.063 -3.656
H 1.151 2.467 -3.711
H -0.268 5.197 -1.011
H -0.674 4.248 0.418
H -1.693 4.151 -1.030
H 1.940 5.152 -1.659
H 4.132 6.012 -1.011
H 5.667 4.587 0.334
H 4.967 2.341 0.995
H 3.671 1.379 2.887
H 2.671 -0.065 3.119
H 1.909 1.520 2.931
H 5.172 0.183 0.827
H 4.491 -0.411 -0.696
H 4.229 -1.311 0.799
N -1.063 -3.561 -2.389
C -0.726 -2.484 -2.108
*
```

- Strongest force on any atom: 0.80 eV/A
- Highest occupied orbital energy: -3.0661 eV
- Relative energy (zero: lowest compared OMol25 entry of this formula, charge and spin): 1.6 kcal/mol
- DFT total energy: -43503.0465 eV